{
  "formula": "C14H21ClInN3O3P",
  "method": "ωB97M-V/def2-TZVPD",
  "elements": ["N", "P", "O", "O", "In", "C", "C", "O", "Cl", "H", "H", "H", "H", "H", "H", "H", "C", "N", "C", "C", "C", "C", "C", "C", "C", "C", "N", "C", "C", "C", "H", "H", "H", "H", "H", "H", "H", "H", "H", "H", "H", "H", "H", "H"],
  "positions_angstrom": [[-0.36, 4.67, 0.25], [0.05, 4.68, -1.35], [0.99, 3.23, -1.79], [0.98, 6.17, -1.64], [-2.07, 4.70, -2.80], [-3.65, 5.84, -1.55], [-4.99, 4.83, -1.57], [-6.16, 5.19, -2.12], [-4.70, 3.13, -0.80], [-1.42, 4.68, 0.33], [0.79, 2.56, -1.06], [0.27, 6.85, -1.92], [-2.71, 3.01, -3.12], [-1.81, 5.65, -4.30], [-3.30, 5.90, -0.42], [-3.89, 6.90, -2.00], [4.68, -5.36, 3.35], [3.60, -4.63, 2.66], [2.87, -3.71, 3.34], [1.87, -2.98, 2.71], [1.61, -3.17, 1.35], [2.36, -4.15, 0.68], [3.35, -4.86, 1.35], [0.60, -2.38, 0.62], [0.96, -1.62, -0.49], [0.00, -0.91, -1.21], [-1.30, -0.95, -0.84], [-1.68, -1.65, 0.25], [-0.75, -2.37, 1.00], [-2.32, -0.23, -1.63], [4.24, -5.86, 4.22], [5.43, -4.62, 3.66], [5.13, -6.09, 2.68], [3.11, -3.57, 4.40], [1.32, -2.24, 3.28], [2.19, -4.36, -0.37], [3.95, -5.62, 0.85], [2.00, -1.56, -0.82], [0.26, -0.31, -2.08], [-2.74, -1.64, 0.50], [-1.09, -2.95, 1.85], [-2.84, 0.46, -0.97], [-3.00, -0.98, -2.04], [-1.84, 0.32, -2.44]],
  "mulliken_charge": [-0.81, 0.65, -0.62, -0.54, 0.59, -0.70, 0.46, -0.51, -0.21, 0.23, 0.33, 0.32, -0.36, -0.28, 0.21, 0.28, -0.87, 0.00, -0.32, -0.57, 0.60, -0.70, -0.09, 0.74, -0.76, -0.18, 0.04, -0.34, -0.57, -0.87, 0.37, 0.37, 0.28, 0.48, 0.50, 0.49, 0.39, 0.49, 0.50, 0.48, 0.49, 0.38, 0.36, 0.27],
  "molar_mass_g_mol": 460.58,
  "total_charge": 1,
  "max_force_ha_per_bohr": 0.1776,
  "orbital_gap_ev": 2.7,
  "e_homo_ev": -8.90
}

---

{
  "formula": "C14H21ClN2O4S",
  "method": "ωB97M-V/def2-TZVPD",
  "elements": ["C", "H", "H", "H", "O", "C", "C", "C", "C", "C", "C", "H", "C", "H", "H", "H", "Cl", "H", "S", "O", "O", "N", "H", "C", "C", "N", "C", "C", "O", "C", "C", "H", "H", "H", "H", "H", "H", "H", "H", "H", "H", "H", "H"],
  "positions_angstrom": [[0.35, -0.83, 3.19], [-0.21, -1.65, 3.62], [-0.28, 0.07, 3.16], [1.24, -0.64, 3.80], [0.70, -1.25, 1.89], [1.54, -0.47, 1.15], [1.99, -1.02, -0.04], [2.82, -0.31, -0.89], [3.19, 0.98, -0.55], [2.75, 1.56, 0.65], [1.93, 0.82, 1.48], [1.59, 1.27, 2.40], [3.16, 2.95, 1.01], [2.73, 3.25, 1.96], [4.25, 3.01, 1.08], [2.85, 3.65, 0.24], [4.21, 1.88, -1.61], [3.15, -0.78, -1.80], [1.56, -2.72, -0.46], [2.01, -3.56, 0.61], [2.02, -2.98, -1.79], [-0.09, -2.80, -0.48], [-0.48, -2.58, 0.43], [-0.80, -2.32, -1.64], [-0.86, -0.80, -1.85], [-2.02, -0.17, -1.24], [-1.93, -0.09, 0.20], [-3.23, 0.52, 0.75], [-3.46, 1.80, 0.22], [-3.53, 1.73, -1.19], [-2.25, 1.16, -1.79], [-2.36, 1.09, -2.87], [-1.41, 1.84, -1.56], [-3.70, 2.75, -1.54], [-4.38, 1.10, -1.49], [-3.17, 0.65, 1.83], [-4.07, -0.14, 0.50], [-1.81, -1.08, 0.62], [-1.08, 0.54, 0.51], [0.09, -0.35, -1.50], [-0.93, -0.62, -2.93], [-0.26, -2.77, -2.48], [-1.82, -2.72, -1.62]],
  "mulliken_charge": [-1.01, 0.27, 0.34, 0.40, -0.31, 0.67, -0.63, -0.44, 0.52, 0.30, -0.35, 0.39, -1.78, 0.36, 0.40, 0.37, -0.23, 0.59, 1.48, -0.73, -0.71, -0.29, 0.34, -1.26, -0.22, -0.04, 0.10, -0.86, -0.42, -0.67, -0.55, 0.41, 0.31, 0.36, 0.36, 0.37, 0.40, 0.17, 0.05, 0.16, 0.54, 0.51, 0.37],
  "molar_mass_g_mol": 348.85,
  "max_force_ha_per_bohr": 0.0202,
  "smiles": "COc1cc(C)c(Cl)cc1S(=O)(=O)NCCN1CCOCC1",
  "orbital_gap_ev": 9.3,
  "e_homo_ev": -8.84,
  "relative_energy_kj_mol": 92.79
}

---

{
  "formula": "C14H21ClO2",
  "method": "ωB97M-V/def2-TZVPD",
  "elements": ["O", "Cl", "O", "C", "C", "C", "C", "C", "C", "C", "C", "C", "C", "C", "C", "C", "C", "H", "H", "H", "H", "H", "H", "H", "H", "H", "H", "H", "H", "H", "H", "H", "H", "H", "H", "H", "H", "H"],
  "positions_angstrom": [[1.22, 1.07, 1.30], [1.74, -1.95, -3.10], [-1.07, 3.24, 0.95], [0.05, 1.05, 0.96], [-0.91, 1.97, 1.68], [-0.19, 5.43, 0.57], [0.05, 4.11, 1.31], [-2.46, -1.64, -1.40], [-0.19, -2.67, -1.37], [-0.74, -0.88, -2.99], [-0.93, -1.24, 0.51], [-1.49, 0.64, -1.11], [0.76, -0.37, -1.07], [-1.36, -2.27, -0.53], [-1.93, -0.44, -2.15], [0.36, -1.44, -2.09], [-0.42, 0.06, -0.17], [-1.85, 1.43, 1.75], [-0.62, 2.11, 2.73], [0.64, 6.10, 0.69], [-0.34, 5.29, -0.51], [-1.14, 5.83, 1.00], [1.01, 3.67, 1.06], [-0.02, 4.31, 2.38], [-2.85, -2.34, -2.11], [-3.30, -1.35, -0.75], [0.60, -3.06, -0.72], [-0.42, -3.41, -2.14], [-1.02, -1.68, -3.70], [-0.40, 0.01, -3.55], [-1.81, -1.00, 1.12], [-0.19, -1.64, 1.19], [-1.09, 1.49, -1.69], [-2.35, 1.01, -0.51], [1.19, 0.48, -1.56], [1.56, -0.76, -0.43], [-1.71, -3.17, -0.03], [-2.69, -0.03, -2.81]],
  "mulliken_charge": [-0.58, -0.21, -0.33, -0.41, -0.94, -1.22, -0.12, -1.56, -1.58, -1.48, -1.45, -1.22, -1.90, 0.52, 0.45, 1.45, 1.91, 0.44, 0.40, 0.39, 0.31, 0.26, 0.30, 0.25, 0.55, 0.50, 0.45, 0.45, 0.46, 0.43, 0.47, 0.50, 0.41, 0.48, 0.62, 0.46, 0.26, 0.30],
  "molar_mass_g_mol": 256.77,
  "max_force_ha_per_bohr": 0.0419,
  "smiles": "CCOCC(=O)[C@@]12C[C@@H]3C[C@@H](C[C@@](Cl)(C3)C1)C2",
  "orbital_gap_ev": 10.0,
  "e_homo_ev": -9.35,
  "relative_energy_kj_mol": 0.00
}

---

{
  "formula": "C14H21FIN3O6P",
  "method": "ωB97M-V/def2-TZVPD",
  "elements": ["N", "C", "C", "C", "C", "C", "I", "N", "N", "C", "C", "P", "O", "O", "O", "C", "C", "C", "O", "F", "H", "H", "H", "H", "H", "H", "H", "H", "H", "H", "H", "H", "H", "H", "H", "O", "C", "O", "C", "C", "C", "H", "H", "H", "H", "H", "H"],
  "positions_angstrom": [[-0.74, -0.53, -1.46], [0.54, -0.87, -1.18], [1.45, -1.01, -2.28], [1.01, -0.77, -3.70], [0.59, 0.68, -4.00], [1.51, 1.74, -3.39], [0.44, 3.56, -3.05], [2.69, -1.35, -2.11], [3.10, -1.55, -0.86], [2.37, -1.40, 0.25], [3.09, -1.61, 1.55], [3.50, 0.07, 2.20], [3.05, 1.05, 1.20], [5.06, 0.12, 2.49], [2.79, 0.24, 3.61], [1.04, -1.04, 0.13], [0.16, -0.82, 1.32], [-0.08, 0.65, 1.65], [-0.29, 1.07, 2.73], [-0.17, 1.42, 0.55], [-1.14, -0.95, -2.28], [-1.41, -0.54, -0.69], [1.81, -1.11, -4.36], [0.16, -1.43, -3.90], [0.62, 0.80, -5.09], [-0.45, 0.86, -3.72], [2.32, 2.02, -4.06], [1.91, 1.47, -2.41], [4.07, -1.82, -0.78], [3.97, -2.25, 1.40], [2.45, -2.14, 2.25], [5.52, -0.72, 2.47], [2.36, -0.54, 3.97], [-0.83, -1.26, 1.10], [0.55, -1.25, 2.23], [-3.46, -0.88, -0.28], [-4.01, -0.15, 0.51], [-5.32, -0.20, 0.77], [-5.69, 0.87, 1.67], [-4.40, 1.23, 2.40], [-3.36, 0.94, 1.32], [-6.08, 1.70, 1.09], [-6.47, 0.50, 2.33], [-4.38, 2.25, 2.78], [-4.25, 0.56, 3.25], [-3.18, 1.80, 0.67], [-2.41, 0.59, 1.71]],
  "mulliken_charge": [0.00, 0.82, 0.00, -1.20, -0.56, -0.82, 0.03, -1.01, 0.41, 0.57, -1.59, 1.12, -0.52, -0.54, -0.49, 0.72, -1.36, 0.73, -0.51, -0.17, 0.40, -0.14, 0.41, 0.38, 0.41, 0.46, 0.52, 0.18, 0.22, 0.58, 0.46, 0.34, 0.35, 0.64, 0.34, -0.65, 0.56, -0.41, -0.43, -0.67, 0.25, 0.25, 0.36, 0.37, 0.28, 0.39, -0.49],
  "molar_mass_g_mol": 504.21,
  "total_charge": 1,
  "max_force_ha_per_bohr": 0.0212,
  "orbital_gap_ev": 7.7,
  "e_homo_ev": -11.56
}

---

{
  "formula": "C14H21LuN4O3S",
  "method": "ωB97M-V/def2-TZVPD",
  "elements": ["Lu", "N", "C", "C", "N", "C", "C", "N", "H", "H", "H", "H", "H", "H", "H", "H", "H", "H", "H", "H", "H", "S", "C", "C", "N", "C", "H", "H", "H", "O", "C", "C", "C", "C", "C", "C", "C", "O", "O", "H", "H", "H", "H", "H"],
  "positions_angstrom": [[0.14, -0.54, -0.06], [-1.49, 0.89, 1.05], [-1.97, 0.40, 2.35], [-0.78, -0.12, 3.13], [-0.08, -1.18, 2.36], [-0.73, -2.52, 2.44], [-1.45, -2.90, 1.16], [-0.50, -2.79, 0.03], [-1.08, 1.81, 1.14], [-2.25, 0.98, 0.38], [-2.71, -0.39, 2.18], [-2.49, 1.18, 2.92], [-1.08, -0.49, 4.11], [-0.07, 0.69, 3.30], [0.84, -1.27, 2.77], [-1.42, -2.55, 3.29], [0.04, -3.26, 2.65], [-2.30, -2.25, 0.94], [-1.84, -3.92, 1.25], [-0.96, -3.04, -0.85], [0.28, -3.44, 0.14], [4.75, -1.63, -0.87], [4.37, -2.19, 0.70], [3.10, -1.83, 1.01], [2.41, -1.18, 0.01], [3.19, -1.03, -1.05], [5.08, -2.72, 1.31], [2.61, -2.06, 1.95], [2.86, -0.56, -1.96], [0.72, 1.89, -0.68], [0.10, 2.50, -1.79], [0.17, 3.86, -2.00], [-0.52, 4.40, -3.08], [-1.28, 3.60, -3.92], [-1.35, 2.24, -3.69], [-0.65, 1.68, -2.63], [-0.61, 0.25, -2.24], [-1.53, -0.28, -1.54], [0.53, -0.33, -2.21], [1.41, 2.45, -0.32], [0.75, 4.50, -1.34], [-0.46, 5.47, -3.26], [-1.81, 4.04, -4.75], [-1.94, 1.60, -4.34]],
  "mulliken_charge": [2.00, -0.52, -0.66, -0.84, -0.24, -0.68, -0.56, -0.65, 0.27, 0.35, 0.29, 0.43, 0.43, 0.44, 0.23, 0.33, 0.43, 0.27, 0.47, 0.32, 0.29, -0.03, -0.30, -0.59, -0.17, -0.25, 0.45, 0.29, 0.40, -0.34, 0.64, -0.76, -0.60, -0.70, -0.57, 0.55, 0.84, -0.63, -0.66, 0.26, 0.40, 0.43, 0.43, 0.51],
  "molar_mass_g_mol": 500.38,
  "total_charge": 2,
  "max_force_ha_per_bohr": 0.0113,
  "orbital_gap_ev": 9.0,
  "e_homo_ev": -14.78
}

---

What are the LUMO level values for these records? In order: -0.2270 0.0162 0.0239 -0.1410 -0.2122 Ha.